Record 1
Here is a cluster of 2 separate species, C6H18N2O in total at a distorted geometry from OMol25. Energies are from ωB97M-V/def2-TZVPD.

Geometry as XYZ:
```
27
Properties=species:S:1:pos:R:3:forces:R:3:lowdin_charge:R:1
C -0.697 2.112 -0.927 -0.729 -0.057 -2.100 -0.123
C -0.780 1.601 0.524 0.680 2.327 0.721 -0.373
C 0.276 2.493 1.395 -1.638 -2.235 -0.577 -0.072
C -0.403 0.078 0.654 -6.377 1.690 2.271 -0.213
N -1.366 -0.846 -0.113 2.309 0.651 0.451 -0.060
C -0.625 -1.960 -0.770 -0.285 0.253 -1.072 -0.228
C 0.645 -1.625 -1.654 -0.883 -2.181 -1.817 -0.311
N 1.835 -1.099 -0.987 -0.072 -1.288 -0.099 -0.020
H -0.273 3.160 -1.219 -0.417 -1.906 1.156 0.103
H -0.212 1.321 -1.588 -0.181 1.090 0.728 0.070
H -1.732 2.148 -1.338 0.514 0.030 0.059 0.062
H -1.843 1.907 1.002 2.294 -1.175 -1.139 0.167
H 1.322 2.400 1.093 -0.282 0.256 -0.305 0.076
H -0.107 3.487 1.519 0.174 0.680 -0.432 0.059
H 0.177 2.048 2.356 0.356 -0.278 1.170 0.046
H -0.713 -0.051 1.751 1.073 -0.181 -1.316 0.121
H 0.585 -0.066 0.473 2.655 -0.574 -0.466 0.043
H -1.875 -0.268 -0.785 0.347 -0.509 -0.035 0.084
H -1.466 -2.382 -1.485 2.042 -0.041 1.515 0.138
H -0.138 -2.682 -0.010 -1.614 0.788 -0.858 0.116
H 0.776 -2.628 -2.296 0.546 1.440 1.948 0.135
H 0.397 -1.093 -2.562 -0.428 1.256 0.105 0.076
H 2.596 -1.798 -0.979 -0.476 1.339 -0.131 0.084
H 2.065 -0.126 -1.206 0.201 -0.993 -0.095 0.078
O 0.443 -1.885 2.684 1.307 -0.747 2.557 -0.043
H 1.111 -2.577 2.570 -0.535 0.377 -0.414 0.050
H 0.002 -1.669 1.899 -0.580 -0.011 -1.826 -0.063
```
Forces are in eV/Å.

Results
**E_HOMO**: -8.49 eV
**Energy relative to the best compared isomer or geometry (same formula, charge and spin)**: 261.6 kJ/mol
**SMILES**: CC(C)CNCCN.O
**Frontier orbital gap**: 9.3 eV

Record 2
Here is the molecule C5H7NS at a distorted geometry from OMol25. Energies are from ωB97M-V/def2-TZVPD.

Geometry as XYZ:
```
14
Properties=species:S:1:pos:R:3:forces:R:3:lowdin_charge:R:1
C 1.441 0.109 -0.838 -0.991 0.558 1.281 -0.166
C 1.322 1.019 0.239 -0.141 -2.903 0.574 -0.152
C 1.150 -1.232 -0.739 0.674 -0.826 -2.487 -0.360
C 0.685 0.606 1.421 -0.206 0.069 0.821 -0.362
C -1.708 -0.443 0.367 -2.074 -1.422 -0.766 -0.286
N 0.480 -1.879 0.125 -1.120 -1.435 3.043 -0.214
S -0.265 -0.895 1.431 1.020 1.179 -3.852 1.035
H 1.976 0.256 -1.704 1.270 1.394 -1.582 0.054
H 2.043 1.797 0.161 -0.119 1.197 0.496 0.093
H 1.578 -1.892 -1.626 -0.817 1.089 1.996 0.152
H 0.701 1.020 2.462 0.407 -0.082 -1.422 0.059
H -2.608 -0.918 0.803 0.322 0.595 0.535 0.033
H -1.814 -0.949 -0.631 1.323 0.268 0.773 0.066
H -1.918 0.600 0.167 0.451 0.321 0.588 0.047
```
Forces are in eV/Å.

Results
**E_HOMO**: -7.38 eV
**Energy relative to the best compared isomer or geometry (same formula, charge and spin)**: 321.6 kJ/mol
**Frontier orbital gap**: 8.0 eV

Record 3
Here is the molecule C17H21N5O from OMol25. Energies are from ωB97M-V/def2-TZVPD.

Geometry as XYZ:
```
44
Properties=species:S:1:pos:R:3:forces:R:3:lowdin_charge:R:1
O -0.888 3.795 0.098 -0.375 0.095 0.069 0.058
C 0.212 3.285 0.056 0.466 0.105 0.302 -0.494
C 1.140 3.223 1.277 -0.125 0.067 0.272 -0.104
N 1.255 1.917 1.895 -0.069 0.093 -0.139 -0.155
C 2.199 0.969 1.330 0.052 -0.351 0.059 -0.158
C 1.550 -0.177 0.552 0.328 0.120 -0.247 -0.132
N 0.622 -0.870 1.418 0.129 0.262 0.070 -0.050
C 0.116 -2.054 1.041 -0.102 -0.503 -0.105 -0.370
N -0.838 -2.604 1.809 -0.062 0.206 0.227 0.129
C -1.308 -3.771 1.423 0.044 -0.152 -0.214 -0.140
C -0.851 -4.431 0.291 0.008 -0.002 -0.033 -0.073
C 0.142 -3.778 -0.425 -0.168 -0.153 0.170 -0.156
N 0.625 -2.604 -0.073 0.224 0.184 -0.013 0.135
C 0.124 -0.148 2.567 -0.220 0.232 0.238 -0.125
C -0.038 1.324 2.214 -0.050 -0.060 0.202 -0.149
N 0.717 2.720 -1.064 0.254 -0.060 -0.401 0.082
C -0.104 2.468 -2.237 -0.133 -0.010 0.046 -0.120
C -0.670 1.070 -2.197 0.005 0.064 -0.127 -0.226
C -1.706 0.776 -1.317 -0.005 0.048 -0.011 -0.043
C -2.200 -0.512 -1.222 -0.043 -0.019 0.046 -0.072
C -1.673 -1.517 -2.016 -0.047 -0.067 -0.093 -0.104
C -0.641 -1.233 -2.893 -0.032 -0.066 -0.038 -0.087
C -0.137 0.053 -2.979 -0.058 0.102 -0.011 -0.050
H 2.138 3.578 1.011 -0.015 0.029 0.014 0.124
H 0.717 3.901 2.027 0.021 0.063 -0.216 0.128
H 2.916 1.493 0.693 0.003 -0.029 0.022 0.117
H 2.769 0.533 2.161 0.101 -0.024 -0.199 0.121
H 2.308 -0.887 0.210 -0.021 0.171 -0.005 0.120
H 1.015 0.188 -0.334 0.125 -0.052 0.044 0.100
H -2.083 -4.192 2.053 -0.053 -0.111 -0.016 0.107
H -1.240 -5.389 -0.011 -0.031 -0.095 -0.024 0.091
H 0.574 -4.207 -1.322 -0.034 -0.110 -0.071 0.109
H 0.819 -0.254 3.409 -0.108 -0.002 0.044 0.129
H -0.833 -0.587 2.849 0.151 0.152 0.054 0.113
H -0.747 1.403 1.376 -0.018 -0.023 0.058 0.112
H -0.459 1.870 3.063 -0.117 -0.069 -0.060 0.131
H 1.610 2.256 -1.025 -0.065 0.064 0.129 0.128
H -0.912 3.204 -2.209 0.152 -0.058 -0.106 0.127
H 0.502 2.621 -3.133 -0.101 0.010 0.044 0.122
H -2.123 1.567 -0.711 -0.042 0.102 0.071 0.110
H -3.000 -0.733 -0.531 -0.083 -0.019 0.056 0.107
H -2.066 -2.521 -1.949 -0.022 -0.082 0.024 0.099
H -0.225 -2.015 -3.510 0.051 -0.088 -0.052 0.103
H 0.672 0.271 -3.663 0.083 0.035 -0.078 0.109
```
Forces are in eV/Å.

Results
**E_HOMO**: -8.17 eV
**Energy relative to the best compared isomer or geometry (same formula, charge and spin)**: 45.9 kJ/mol
**SMILES**: O=C(CN1CCN(c2ncccn2)CC1)NCc1ccccc1
**Frontier orbital gap**: 8.9 eV

Record 4
Here is the molecule C2H4N2O2 from OMol25. Energies are from ωB97M-V/def2-TZVPD.

Geometry as XYZ:
```
10
Properties=species:S:1:pos:R:3:forces:R:3:lowdin_charge:R:1
N 0.468 -1.128 1.262 0.003 -0.066 0.020 0.180
C -0.243 -0.095 0.750 -0.352 -0.017 0.302 -0.474
O -1.317 0.260 1.207 0.373 -0.150 -0.207 0.066
C 0.342 0.703 -0.426 0.228 0.068 -0.148 -0.474
N -0.400 0.596 -1.560 0.003 0.071 0.040 0.174
O 1.336 1.393 -0.311 -0.324 -0.388 0.001 0.076
H 1.286 -1.542 0.841 -0.118 0.403 -0.023 0.114
H 0.063 -1.589 2.066 0.057 0.051 -0.151 0.115
H -0.242 1.273 -2.292 0.069 -0.105 0.064 0.115
H -1.293 0.129 -1.537 0.060 0.132 0.101 0.108
```
Forces are in eV/Å.

Results
**E_HOMO**: -9.74 eV
**Energy relative to the best compared isomer or geometry (same formula, charge and spin)**: 37.6 kJ/mol
**SMILES**: NC(=O)C(N)=O
**Frontier orbital gap**: 10.5 eV

Record 5
Here is a structure of composition C28H35CrGeNP from OMol25. Energies are from ωB97M-V/def2-TZVPD.

Geometry as XYZ:
```
67
Properties=species:S:1:pos:R:3:forces:R:3:lowdin_charge:R:1
Cr -0.165 -0.077 -0.890 -0.468 -0.593 0.039 0.469
C 0.730 3.059 1.982 -0.013 -0.108 0.056 -0.023
C 0.355 2.017 3.003 -0.056 0.034 -0.095 -0.237
C 0.002 2.418 4.281 -0.038 0.005 0.053 0.001
C -0.402 1.503 5.246 -0.008 0.052 0.022 0.002
C -0.464 0.148 4.954 -0.001 -0.049 0.037 -0.027
C -0.111 -0.292 3.694 0.025 0.059 -0.007 -0.063
C 0.299 0.634 2.718 0.053 0.085 0.006 -0.285
P 0.933 -0.050 1.218 -0.097 0.104 0.079 1.148
C 0.528 -1.787 1.071 0.095 -0.046 0.002 -0.329
C 1.502 -2.791 1.112 -0.054 0.013 0.008 -0.030
C 1.141 -4.095 0.836 -0.050 0.004 -0.012 -0.002
C -0.180 -4.396 0.491 0.014 0.010 0.001 0.001
C -1.139 -3.401 0.425 0.002 -0.053 -0.006 -0.005
C -0.802 -2.079 0.715 -0.078 0.024 -0.001 -0.298
C -1.871 -1.012 0.767 0.065 -0.156 -0.106 -0.034
C 2.641 0.252 0.903 0.080 0.005 -0.067 -0.316
C 3.626 0.560 1.830 0.081 0.050 -0.016 -0.019
C 4.929 0.701 1.367 -0.025 -0.007 0.035 -0.013
C 5.218 0.530 0.018 -0.034 -0.013 -0.035 0.001
C 4.223 0.205 -0.906 0.041 -0.007 0.057 0.020
C 2.923 0.068 -0.454 -0.023 0.069 -0.002 -0.275
C 1.757 -0.364 -1.272 0.105 -0.261 -0.261 -0.130
H 0.910 4.020 2.459 0.012 -0.017 0.026 0.105
H -0.084 3.211 1.267 0.019 -0.039 0.038 0.059
H 1.636 2.796 1.434 0.060 -0.015 -0.028 0.075
H 0.042 3.471 4.530 -0.001 -0.009 0.012 0.134
H -0.668 1.854 6.234 0.000 -0.001 0.000 0.134
H -0.766 -0.564 5.710 -0.005 0.005 -0.001 0.129
H -0.119 -1.353 3.482 -0.012 -0.005 -0.021 0.116
H 2.525 -2.548 1.371 0.002 0.006 0.003 0.133
H 1.879 -4.884 0.893 -0.007 -0.004 0.001 0.134
H -0.458 -5.422 0.285 0.008 0.001 -0.001 0.133
H -2.164 -3.652 0.178 0.005 -0.001 0.005 0.132
H -2.785 -1.323 0.268 0.009 -0.022 -0.007 0.112
H -1.624 -0.004 0.326 -0.024 0.184 0.122 0.044
H -2.096 -0.720 1.794 0.010 0.025 0.021 0.119
H 3.388 0.701 2.878 -0.001 0.007 -0.006 0.132
H 5.721 0.953 2.059 -0.001 -0.005 -0.003 0.131
H 6.237 0.652 -0.327 -0.001 0.007 0.002 0.133
H 4.473 0.063 -1.949 0.001 0.006 0.003 0.136
H 1.669 -1.461 -1.332 0.057 -0.011 -0.004 0.112
H 1.692 0.063 -2.288 0.033 0.025 0.026 0.124
C -2.754 -4.011 -3.485 0.012 0.044 -0.002 -0.053
C -2.573 -2.571 -3.993 0.100 0.028 0.146 -0.157
C -1.890 -1.723 -3.019 -0.106 -0.077 -0.231 -0.059
N -1.348 -1.060 -2.252 0.077 0.019 0.060 0.171
H -3.248 -4.584 -4.266 -0.003 -0.008 0.004 0.099
H -3.380 -4.039 -2.595 -0.006 -0.007 -0.002 0.085
H -1.794 -4.479 -3.274 -0.001 -0.003 -0.004 0.088
H -3.533 -2.100 -4.218 -0.010 0.041 0.020 0.144
H -1.977 -2.538 -4.908 0.021 0.011 -0.006 0.146
C -3.272 1.728 -1.569 -0.066 -0.061 0.065 -0.192
Ge -1.581 2.499 -2.050 0.139 -0.159 -0.062 0.931
C -0.879 2.220 -3.815 -0.012 0.017 -0.123 -0.187
C -1.221 4.186 -1.210 0.034 0.109 0.031 -0.187
C 0.190 1.513 -0.862 0.179 0.595 0.163 -0.159
H -4.027 2.403 -1.983 -0.026 -0.025 0.007 0.058
H -3.410 1.712 -0.488 -0.034 -0.011 -0.003 0.043
H -3.428 0.741 -1.993 -0.046 -0.030 0.004 0.016
H -1.424 2.874 -4.499 0.015 -0.014 -0.027 0.056
H -1.015 1.190 -4.141 0.013 0.024 -0.023 0.022
H 0.175 2.492 -3.861 -0.006 0.003 -0.028 0.047
H -1.895 4.898 -1.697 0.019 0.042 0.026 0.062
H -0.198 4.518 -1.378 -0.015 0.051 0.029 0.051
H -1.458 4.172 -0.148 -0.010 0.050 -0.035 0.035
H 0.861 2.354 -0.676 -0.052 0.001 0.017 0.054
```
Forces are in eV/Å.

Results
**Charge**: +3
**E_HOMO**: -17.42 eV
**Frontier orbital gap**: 6.6 eV

Record 6
Here is the molecule CH3N4OP at a distorted geometry from OMol25. Energies are from ωB97M-V/def2-TZVPD.

Geometry as XYZ:
```
10
Properties=species:S:1:pos:R:3:forces:R:3:lowdin_charge:R:1
H 0.914 1.159 1.446 1.197 0.463 -1.720 0.065
N 1.354 1.582 0.513 -1.283 -0.627 -0.510 -0.012
N 1.370 0.740 -0.441 1.966 3.874 2.650 -0.314
P 1.095 -0.827 0.001 -0.605 -2.559 -1.184 0.828
C -0.242 -0.670 -1.273 -0.030 -1.041 -1.810 -0.285
N -1.338 -0.398 -0.686 -0.097 0.585 -2.609 -0.045
N -1.343 -0.475 0.593 -0.295 -0.935 2.262 -0.069
O -0.027 -0.740 1.158 0.211 -0.578 0.736 -0.403
H -0.118 -0.683 -2.425 -0.468 0.022 2.290 0.108
H -1.667 0.311 1.114 -0.596 0.796 -0.108 0.128
```
Forces are in eV/Å.

Results
**E_HOMO**: -9.24 eV
**Energy relative to the best compared isomer or geometry (same formula, charge and spin)**: 119.8 kJ/mol
**SMILES**: [H]/N=N\P1C=NNO1
**Frontier orbital gap**: 9.1 eV

Record 7
Here is the molecule C5H7N from OMol25. Energies are from ωB97M-V/def2-TZVPD.

Geometry as XYZ:
```
13
Properties=species:S:1:pos:R:3:forces:R:3:lowdin_charge:R:1
C -0.112 0.734 1.417 0.025 0.154 0.033 -0.061
C 0.645 -0.382 0.738 0.173 -0.261 0.100 -0.161
C -0.839 -0.185 0.503 -0.277 -0.112 0.117 -0.216
C 0.028 -1.132 -1.564 0.221 0.213 -0.235 -0.043
N -0.587 0.141 -0.900 -0.260 0.077 -0.015 -0.067
C 0.858 -0.171 -0.752 0.173 0.104 0.041 -0.265
H -0.311 0.546 2.471 0.073 0.083 -0.201 0.107
H -0.001 1.787 1.164 0.127 -0.171 -0.026 0.105
H 1.117 -1.171 1.311 -0.136 0.054 -0.093 0.133
H -1.649 -0.866 0.731 0.028 0.227 0.037 0.145
H 0.125 -0.831 -2.621 0.147 0.023 0.097 0.020
H -0.877 1.006 -1.348 -0.130 -0.304 0.085 0.171
H 1.602 0.522 -1.150 -0.165 -0.087 0.061 0.133
```
Forces are in eV/Å.

Results
**E_HOMO**: -7.30 eV
**Energy relative to the best compared isomer or geometry (same formula, charge and spin)**: 506.8 kJ/mol
**Frontier orbital gap**: 8.2 eV